# 1
Below is a structure of composition C50H43N4PS6Ti in a non-equilibrium geometry, with properties calculated with wB97M-V/def2-TZVPD.

## Properties
* calculated total energy: -155921.6111 eV
* <S²>: 0.756
* highest occupied orbital energy (alpha / beta): -9.50 / -9.49 eV
* HOMO-LUMO gap (alpha / beta): 6.35 / 6.41 eV
* 2S+1: 2
* energy above the lowest of the compared OMol25 structures with the same formula, charge and spin: 6.1 kcal per mole
* net charge: +1

Structure (XYZ):
```
105
Properties=species:S:1:pos:R:3:forces:R:3:lowdin_spin:R:1
Ti 0.042575 0.824426 -0.016694 0.05 0.26 -1.06 0.944
C 3.257231 -4.255004 3.769483 0.02 -0.01 0.00 0.000
C 2.454406 -4.213404 2.462585 -0.05 0.02 0.01 0.000
C 2.091805 -5.642973 2.036402 0.01 -0.01 -0.02 0.000
C 3.325618 -3.593448 1.370608 0.00 0.00 0.00 0.000
C 1.171520 -3.416899 2.690895 0.01 -0.02 0.03 0.001
C 0.227231 -3.885070 3.630590 0.03 0.00 -0.02 -0.001
C -0.954396 -3.226266 3.886930 -0.01 0.04 -0.03 0.001
C -1.216146 -2.052917 3.180684 0.02 -0.06 0.07 0.000
S -2.606822 -1.017046 3.224285 -0.01 -0.03 0.09 0.010
C -1.893224 -0.020512 2.021669 -0.08 0.03 -0.14 0.020
N -0.721782 -0.426898 1.593869 0.01 0.05 0.16 0.002
C -0.300211 -1.575090 2.250916 0.04 0.07 -0.09 0.001
C 0.897158 -2.249215 2.005421 -0.02 -0.05 0.00 0.000
C -2.501143 1.179989 1.441531 0.05 -0.21 0.14 -0.001
C -3.679325 1.719801 1.943141 -0.09 0.04 -0.11 0.001
C -4.217021 2.840944 1.331123 0.03 -0.02 0.03 0.000
C -3.571005 3.405576 0.238919 0.01 0.01 -0.03 0.001
C -2.377782 2.869751 -0.233598 0.00 -0.02 0.01 -0.002
C -1.804461 1.741462 0.355493 -0.14 0.13 0.25 -0.017
H 4.169444 -4.836537 3.626372 0.01 0.00 0.01 0.000
H 2.689599 -4.717160 4.577559 0.00 -0.01 0.00 0.000
H 3.539706 -3.249794 4.087718 0.00 0.01 -0.01 0.000
H 3.000070 -6.202099 1.806053 0.00 -0.01 0.01 0.000
H 1.460627 -5.637547 1.145306 0.01 0.01 -0.02 0.000
H 1.563841 -6.181988 2.823158 -0.02 0.01 0.00 0.000
H 4.222482 -4.199762 1.237498 0.00 0.00 0.00 0.000
H 3.649345 -2.582980 1.632046 0.00 0.01 0.01 0.000
H 2.805165 -3.554989 0.411084 -0.01 -0.01 -0.02 0.000
H 0.433310 -4.798663 4.171757 0.00 0.00 0.01 0.000
H -1.659361 -3.613853 4.609708 0.00 -0.01 0.01 0.000
H 1.582958 -1.858568 1.265900 0.01 0.02 -0.01 0.000
H -4.176306 1.278913 2.799741 0.00 -0.02 -0.01 0.000
H -5.132311 3.276617 1.708254 -0.01 0.00 0.00 0.000
H -3.988702 4.285408 -0.234209 -0.01 0.01 0.00 0.000
H -1.871007 3.359997 -1.057023 0.02 0.01 -0.02 0.000
C 4.183595 1.626210 1.082777 -0.01 0.00 0.00 -0.001
C 3.114547 1.044071 0.446893 -0.02 -0.13 0.03 0.004
N 1.903821 0.929629 1.031767 0.36 0.28 0.29 0.001
C 1.744338 1.442117 2.255234 0.02 -0.16 -0.01 0.006
C 2.748482 2.112590 2.939496 -0.17 0.08 0.11 0.000
C 3.994748 2.180280 2.344050 0.06 -0.02 0.04 0.004
C 2.444841 2.736800 4.247758 -0.01 -0.05 -0.06 0.000
C 1.559193 3.707691 4.473289 -0.02 0.02 -0.04 0.000
C 0.745249 4.473691 3.501157 0.03 -0.11 0.06 0.000
C 0.201146 5.687922 3.900642 -0.02 -0.01 0.00 0.000
C -0.526589 6.396544 2.961330 -0.02 0.04 0.01 0.000
N -0.702678 5.960377 1.718084 0.00 -0.01 0.02 0.000
C -0.143663 4.789540 1.432688 0.04 -0.04 0.00 0.000
N 0.555701 4.015643 2.258154 0.00 0.06 -0.03 0.000
H 5.138258 1.682302 0.580880 0.01 0.00 0.01 0.000
H 3.202256 0.665140 -0.561023 -0.01 0.01 0.00 0.000
H 0.773069 1.315797 2.718197 -0.02 0.05 -0.06 0.001
H 4.809337 2.683670 2.849409 0.01 0.00 -0.01 0.000
H 3.006953 2.361288 5.096177 0.03 0.02 0.01 0.000
H 1.459343 4.050273 5.497187 0.02 0.03 -0.01 0.000
H 0.342431 6.066228 4.903166 0.00 0.00 0.01 0.000
H -0.981406 7.347851 3.213018 0.00 0.01 0.00 0.000
H -0.265027 4.425307 0.419122 0.02 0.01 -0.01 0.000
C -2.207938 5.545019 -3.111232 -0.06 0.04 -0.02 0.000
S -0.507109 5.340404 -2.537710 0.01 -0.01 -0.01 0.000
C 0.044882 4.028755 -3.563340 -0.01 -0.03 0.08 -0.004
C 0.661014 2.924462 -3.103592 -0.11 -0.17 0.07 0.008
S 0.999824 2.539797 -1.429207 0.20 -0.10 0.30 0.009
S 1.347373 1.873101 -4.310506 0.00 -0.10 0.00 0.001
C 0.817713 2.733490 -5.714383 0.14 0.15 -0.08 0.000
S 1.126299 2.253975 -7.244821 -0.08 -0.04 0.02 0.000
S -0.002801 4.205547 -5.302341 -0.06 -0.02 -0.06 -0.001
H -2.618073 6.369132 -2.529479 -0.01 0.00 0.01 0.000
H -2.799321 4.648609 -2.929377 0.01 -0.03 0.00 0.000
H -2.250329 5.814703 -4.164358 0.02 -0.02 0.00 0.000
C -4.217646 -3.302764 -0.089078 0.02 -0.01 0.01 0.000
C -4.399641 -2.338089 -1.066667 0.02 0.02 0.00 0.000
C -3.307960 -1.662146 -1.597846 -0.06 0.11 0.02 0.000
C -2.023983 -1.944868 -1.146436 0.13 -0.11 0.00 0.003
C -1.846220 -2.926785 -0.170275 0.00 -0.05 0.05 0.001
C -2.934917 -3.601367 0.355561 -0.05 0.02 -0.02 0.000
P -0.560590 -1.027053 -1.741379 -0.38 -0.08 -0.03 0.008
C -1.054412 -0.374206 -3.355576 -0.08 -0.01 0.01 0.003
C -0.733990 -1.019003 -4.546825 0.02 -0.05 -0.02 0.000
C -1.166660 -0.497663 -5.756463 0.03 0.03 0.01 0.000
C -1.926753 0.662635 -5.783215 0.00 0.01 0.02 0.000
C -2.251026 1.307560 -4.597555 0.00 0.01 -0.03 0.000
C -1.811266 0.795610 -3.387077 0.01 0.05 0.04 0.001
C 0.680027 -2.300026 -2.080118 0.03 -0.02 0.02 -0.002
C 2.018160 -1.918220 -2.109334 0.08 0.05 0.00 0.000
C 3.007325 -2.835493 -2.433533 -0.04 0.02 0.01 0.000
C 2.658688 -4.146308 -2.721448 -0.02 -0.03 -0.01 0.000
C 1.324553 -4.535893 -2.694007 0.05 0.01 0.01 0.000
C 0.335474 -3.617396 -2.379977 0.01 -0.01 0.01 -0.001
H -5.070110 -3.829925 0.318234 0.00 0.00 0.00 0.000
H -5.393416 -2.109048 -1.427266 -0.01 0.00 0.00 0.000
H -3.469447 -0.915484 -2.364592 0.02 -0.01 0.00 0.000
H -0.851052 -3.189076 0.168749 -0.01 0.02 0.01 0.000
H -2.779164 -4.365357 1.106458 0.00 -0.01 0.01 0.000
H -0.132968 -1.919494 -4.541833 -0.01 0.00 0.02 0.000
H -0.896525 -0.989633 -6.680679 0.00 0.00 -0.01 0.000
H -2.250852 1.074286 -6.729728 0.01 0.00 0.00 0.000
H -2.835265 2.218226 -4.617435 -0.01 0.02 0.00 0.000
H -2.052541 1.316830 -2.466032 0.01 -0.03 0.00 0.000
H 2.288913 -0.887362 -1.904224 -0.01 0.02 -0.02 0.000
H 4.043713 -2.526502 -2.461953 0.01 0.00 0.00 0.000
H 3.426326 -4.865696 -2.973524 0.00 -0.01 0.00 0.000
H 1.053097 -5.557190 -2.924950 0.00 -0.01 -0.01 0.000
H -0.702437 -3.925255 -2.364256 0.02 0.00 -0.03 0.000
```
Positions in Å, forces in eV/Å.

# 2
Below is a structure of composition C50H44Cl3F9GaGeNPSi in a non-equilibrium geometry, with properties calculated with wB97M-V/def2-TZVPD.

## Properties
* calculated total energy: -242143.1542 eV
* <S²>: 0.797
* highest occupied orbital energy (alpha / beta): -7.93 / -8.51 eV
* HOMO-LUMO gap (alpha / beta): 7.05 / 7.04 eV
* 2S+1: 2
* energy above the lowest of the compared OMol25 structures with the same formula, charge and spin: 25.1 kcal per mole

Structure (XYZ):
```
111
Properties=species:S:1:pos:R:3:forces:R:3:lowdin_spin:R:1
Ga 0.135394 1.653978 -0.096447 0.08 0.02 1.19 0.033
F -4.217436 -7.355122 -0.787346 -0.07 0.12 -0.01 0.000
C -4.949734 -6.219997 -0.816430 -0.13 -0.21 0.02 0.000
F -5.886129 -6.393262 -1.771497 0.10 0.04 0.07 0.000
F -5.594655 -6.141062 0.360969 0.06 0.02 -0.11 0.000
C -4.087367 -5.022898 -1.086511 0.00 0.06 0.09 0.000
C -3.843398 -4.089960 -0.093219 -0.04 -0.13 -0.03 0.000
C -2.994018 -3.025656 -0.359512 0.01 0.07 -0.06 0.000
C -2.389759 -2.892854 -1.604568 0.01 0.22 0.17 0.000
C -2.664373 -3.826632 -2.602185 -0.04 -0.06 0.02 0.000
C -3.511266 -4.888545 -2.345378 0.03 0.00 -0.02 0.000
P -1.213142 -1.487585 -1.820924 -0.13 -0.65 -0.17 0.000
C 0.325468 -2.481402 -2.014133 0.06 0.19 0.08 0.000
C 0.969350 -2.733821 -0.804566 -0.11 0.00 -0.07 0.000
C 2.193598 -3.376613 -0.756161 0.03 -0.12 -0.09 0.000
C 2.788692 -3.773207 -1.944231 -0.03 0.05 0.11 0.000
C 2.142707 -3.570510 -3.156897 0.01 -0.11 -0.01 0.000
C 0.907656 -2.942356 -3.191840 0.04 -0.01 -0.05 0.000
C 4.166233 -4.366687 -1.936241 0.21 -0.05 0.00 0.000
F 4.563755 -4.732744 -0.705765 -0.06 0.04 -0.10 0.000
F 4.261480 -5.455177 -2.724946 -0.05 0.09 0.03 0.000
F 5.079227 -3.479724 -2.394959 -0.08 -0.09 0.04 0.000
C -1.679259 -0.943479 -3.506365 0.07 0.17 0.11 0.000
C -0.750037 -0.504824 -4.445329 -0.01 -0.07 0.06 0.000
C -1.159316 0.127680 -5.608452 -0.06 0.07 -0.06 0.000
C -2.507022 0.369474 -5.817406 0.04 -0.09 -0.01 0.000
C -3.448896 -0.054770 -4.888334 0.01 0.08 -0.01 0.000
C -3.035441 -0.707486 -3.742741 0.00 -0.05 -0.03 0.000
C -2.980447 1.121906 -7.024928 -0.07 0.07 -0.19 0.000
F -3.989220 0.478893 -7.650420 0.07 0.05 0.06 0.000
F -2.008890 1.310834 -7.934177 -0.05 -0.04 0.09 0.000
F -3.452444 2.342542 -6.695038 0.03 -0.10 -0.01 0.000
H -4.316086 -4.193270 0.873408 0.02 0.00 0.01 0.000
H -2.803782 -2.281382 0.404958 0.01 0.00 0.02 0.000
H -2.220264 -3.718875 -3.584086 0.02 -0.01 0.00 0.000
H -3.732429 -5.616440 -3.115301 0.03 0.00 -0.01 0.000
H 0.510772 -2.407559 0.119271 0.05 -0.04 -0.14 0.000
H 2.686143 -3.548902 0.192089 -0.01 0.01 -0.01 0.000
H 2.606108 -3.915002 -4.072571 -0.01 0.02 -0.02 0.000
H 0.413477 -2.810893 -4.144766 0.00 0.02 0.01 0.000
H 0.307281 -0.627969 -4.260007 0.03 0.04 -0.01 0.000
H -0.432535 0.445628 -6.343296 0.02 0.05 0.04 0.000
H -4.498010 0.148603 -5.059529 -0.02 -0.04 0.02 0.000
H -3.771674 -1.020322 -3.011932 -0.02 0.00 -0.02 0.000
Cl 0.967329 4.489862 -3.277718 0.01 0.40 -0.14 0.000
Si 1.675345 2.942066 -2.127511 -0.36 -0.03 0.11 -0.002
Cl -0.895182 1.824031 -2.033235 0.12 0.33 -0.19 0.018
Cl 2.233745 1.586462 -3.574746 0.25 -0.25 -0.32 0.000
C -0.166291 6.571862 -0.261912 -0.08 -0.15 0.03 0.002
C -0.083060 5.206265 0.418952 0.17 0.00 -0.08 0.014
C 1.250554 5.078258 1.161453 -0.13 -0.10 -0.02 0.009
C -1.262945 4.893726 1.299140 -0.02 -0.09 -0.03 0.134
C -1.990294 5.903057 1.882693 0.10 0.06 -0.07 -0.010
C -3.137224 5.634367 2.625503 0.01 -0.05 0.00 0.182
C -3.573217 4.324590 2.769203 -0.08 -0.01 0.04 -0.013
C -2.876533 3.254021 2.245431 -0.22 -0.03 0.00 0.149
C -3.487035 1.883660 2.507820 0.32 -0.17 0.11 0.015
C -3.138259 1.455541 3.942418 -0.08 0.05 -0.07 0.010
C -3.157447 0.741935 1.544121 -0.13 0.10 -0.06 0.002
C -1.642461 3.500459 1.527085 0.13 -0.04 0.12 0.048
N -0.892616 2.493065 1.154498 -0.09 0.09 -0.45 0.400
H 0.595283 6.636284 -1.038997 0.02 0.04 0.01 0.000
H 0.013714 7.376410 0.453389 -0.01 0.05 -0.04 0.000
H -1.141977 6.722873 -0.725328 0.02 0.05 -0.02 0.000
H -0.091552 4.447280 -0.371645 -0.02 0.01 -0.02 0.002
H 1.359228 5.872535 1.902525 -0.02 0.02 0.00 0.000
H 2.075791 5.152850 0.450272 0.07 0.01 0.05 0.001
H 1.314100 4.122276 1.676229 0.12 -0.08 0.05 0.001
H -1.676119 6.930107 1.748794 -0.05 0.00 -0.02 -0.004
H -3.704909 6.447337 3.058392 0.00 0.00 0.03 0.011
H -4.489796 4.130186 3.315625 -0.02 0.00 -0.02 -0.004
H -4.570860 2.031195 2.457694 0.03 0.04 0.05 0.003
H -2.058048 1.335976 4.045811 0.02 -0.02 0.00 0.000
H -3.619807 0.505810 4.182181 0.02 -0.02 0.02 0.001
H -3.471890 2.201746 4.663687 0.03 -0.02 0.04 0.000
H -2.121761 0.432982 1.644889 -0.02 -0.05 0.00 -0.001
H -3.330898 1.030472 0.505599 0.05 -0.04 -0.03 0.000
H -3.799348 -0.111753 1.776665 -0.06 0.03 -0.01 0.000
C 3.299738 -0.083354 -0.693131 -0.18 0.12 0.18 -0.001
Ge 2.077421 0.438621 0.776590 0.54 -0.20 -0.11 -0.002
C 2.930622 1.739404 1.994650 -0.25 -0.10 -0.16 0.000
C 4.062597 2.487617 1.690189 -0.06 -0.07 -0.16 0.000
C 4.610605 3.351911 2.627937 0.07 0.04 -0.01 0.000
C 4.024583 3.485319 3.877954 0.01 0.02 0.02 0.000
C 2.888041 2.752198 4.191460 -0.01 -0.02 0.01 0.000
C 2.348849 1.886430 3.253559 -0.06 -0.01 -0.06 0.001
C 1.775339 -1.128995 1.947814 -0.22 0.30 -0.07 0.000
C 0.501422 -1.549421 2.238454 0.14 0.34 0.09 0.000
C 0.260606 -2.711514 2.996203 -0.09 -0.14 0.09 0.000
C 1.305501 -3.475505 3.427033 -0.06 -0.02 -0.03 0.000
C 2.639534 -3.082378 3.166389 0.09 0.20 -0.18 0.000
C 3.739057 -3.874845 3.573561 0.04 -0.06 0.06 0.000
C 5.021256 -3.477079 3.327893 0.00 -0.10 0.07 0.000
C 5.269645 -2.240592 2.702370 -0.05 0.09 -0.06 0.000
C 4.229508 -1.456978 2.289825 0.05 -0.07 -0.01 0.000
C 2.884045 -1.870293 2.461649 -0.12 -0.13 0.10 0.000
H 4.047137 -0.795495 -0.349205 0.01 0.01 0.07 0.000
H 3.807739 0.790435 -1.099598 0.03 0.02 -0.01 0.000
H 2.735879 -0.552033 -1.497410 -0.03 0.02 -0.03 0.000
H 4.523602 2.394029 0.712155 0.05 0.01 0.03 0.000
H 5.502788 3.914957 2.383898 -0.02 0.03 0.00 0.000
H 4.454008 4.158025 4.609104 0.01 0.00 0.00 0.000
H 2.427073 2.844551 5.166598 0.00 0.04 0.00 0.000
H 1.458281 1.313628 3.493299 0.02 0.01 0.09 0.000
H -0.340533 -0.972619 1.865169 -0.04 -0.10 0.01 0.000
H -0.757669 -3.009319 3.212580 -0.01 0.00 0.00 0.000
H 1.130355 -4.393392 3.975217 -0.01 0.00 0.01 0.000
H 3.543910 -4.810932 4.083300 -0.01 0.00 0.00 0.000
H 5.853734 -4.100945 3.625727 -0.01 -0.01 0.03 0.000
H 6.290237 -1.915529 2.547701 -0.01 0.03 0.01 0.000
H 4.429221 -0.496249 1.839827 0.06 0.03 -0.05 0.000
```
Positions in Å, forces in eV/Å.